(1)
DFT (ωB97M-V with the def2-TZVPD basis set) results for C5H6O in the gas phase in a non-equilibrium geometry.

Geometry as XYZ:
```
12
Properties=species:S:1:pos:R:3:forces:R:3:nbo_charge:R:1
H -1.2708 -0.0467 0.9812 0.3 -0.5 0.5 0.220
C 0.5495 -0.5888 -0.0883 -0.1 0.0 0.0 -0.272
C 0.6784 0.7058 0.6305 0.0 -0.1 0.2 0.039
H 1.3857 -1.2847 -0.1392 -0.3 0.2 0.0 0.241
C -0.2352 -0.3443 1.1825 -0.1 -0.2 0.4 -0.429
C -1.0050 1.0759 -0.8832 0.6 0.4 -0.8 0.285
H -1.0901 -1.1021 -1.4133 -0.1 0.4 0.0 0.239
H 1.5775 1.1150 1.0802 -0.3 0.0 -0.1 0.225
H 0.0779 -0.0131 -2.1856 0.2 -0.3 0.0 0.247
C -0.3872 -0.2847 -1.2263 -0.1 0.1 -0.1 -0.565
O -0.1726 1.6551 -0.0436 -0.4 0.0 -0.2 -0.459
H -0.1080 -0.8875 2.1050 0.5 0.0 0.0 0.230
```
Forces are in eV/Å.

## Properties
Net charge: 0
Molar mass: 82.10 g mol⁻¹
Relative energy (zero: lowest compared OMol25 entry of this formula, charge and spin): 83.2 kcal per mole
Total energy: -7325.678 eV


(2)
DFT (ωB97M-V with the def2-TZVPD basis set) results for a molecular structure, C5H6O in a non-equilibrium geometry.

Geometry as XYZ:
```
12
Properties=species:S:1:pos:R:3:forces:R:3:nbo_charge:R:1
H -0.9610 0.2307 1.9761 0.5 0.3 -0.3 0.239
C 1.0819 -0.3493 -0.4488 0.2 -0.1 -0.1 -0.416
O -1.2088 -1.0115 -0.7424 -0.3 2.5 -0.2 -0.554
H 1.9716 -0.4282 0.1821 -0.1 -0.1 -0.1 0.205
C 0.3734 0.9622 -0.2314 -0.1 -0.2 0.8 -0.225
H 0.8151 1.9427 -0.4783 -0.5 -0.4 0.6 0.237
H -1.7668 1.5459 -0.3033 -0.1 -1.2 -0.5 0.231
C -1.0683 0.6908 -0.2439 -0.8 -1.7 -0.9 0.057
H 0.1059 -2.0540 0.6393 -0.5 0.1 -0.4 0.192
C -0.5455 0.1418 0.9716 1.2 0.8 0.4 -0.242
H 1.3230 -0.5822 -1.4896 0.0 -0.1 0.1 0.205
C -0.1204 -1.0888 0.1686 0.5 0.1 0.6 0.071
```
Forces are in eV/Å.

## Properties
Net charge: 0
Molar mass: 82.10 g mol⁻¹
Relative energy (zero: lowest compared OMol25 entry of this formula, charge and spin): 104.8 kcal per mole
Total energy: -7324.739 eV


(3)
DFT (ωB97M-V with the def2-TZVPD basis set) results for C5H6O in the gas phase.

Geometry as XYZ:
```
12
Properties=species:S:1:pos:R:3:forces:R:3:nbo_charge:R:1
C -1.2695 0.8314 0.2647 -0.1 0.0 0.0 -0.729
H 2.9257 0.7643 1.4674 -0.1 -0.1 -0.1 0.242
C 1.4595 -0.2282 0.0448 0.3 0.3 0.4 0.003
H 0.4398 -0.3941 -1.7945 0.0 0.0 0.2 0.254
H 0.5515 -1.9126 -0.8901 0.0 0.2 0.0 0.260
H -0.7272 1.5772 -0.3242 -0.1 -0.1 0.1 0.226
H -2.3453 1.0090 0.2208 0.1 0.0 0.0 0.240
O -1.7795 -1.4748 -0.1067 0.3 0.3 -0.1 -0.526
C 2.2387 0.2997 0.7954 -0.3 -0.2 -0.3 -0.246
C 0.4173 -0.8320 -0.7864 0.0 -0.1 0.0 -0.591
H -0.9371 0.9382 1.3035 0.0 0.0 -0.1 0.251
C -0.9739 -0.5781 -0.1946 -0.2 -0.1 0.0 0.616
```
Forces are in eV/Å.

## Properties
Net charge: 0
Molar mass: 82.10 g mol⁻¹
Relative energy (zero: lowest compared OMol25 entry of this formula, charge and spin): 35.7 kcal per mole
Total energy: -7327.735 eV


(4)
DFT (ωB97M-V with the def2-TZVPD basis set) results for C5H6O in the gas phase in a non-equilibrium geometry.

Geometry as XYZ:
```
12
Properties=species:S:1:pos:R:3:forces:R:3:nbo_charge:R:1
H -0.7648 1.8770 0.8464 -0.5 0.4 -0.9 0.221
C 0.7787 1.0719 -0.4853 -0.1 0.1 0.2 -0.294
O 2.2338 -0.2053 0.7222 0.0 -1.1 -0.4 -0.553
C -0.4047 1.1204 0.1542 -0.2 0.2 -0.4 -0.118
C 1.2149 -0.2256 0.0684 0.5 -0.2 -0.2 0.546
C -1.1113 -0.2186 -0.0595 -0.1 0.0 0.2 -0.434
H 1.5065 1.7562 -0.9028 -0.2 0.4 0.9 0.233
H -1.5704 -0.1455 -1.0570 0.0 -0.2 0.4 0.221
H -0.0321 -1.9115 0.8209 0.3 0.2 -0.1 0.232
H 0.1953 -1.8300 -0.9346 -0.2 0.1 0.2 0.231
H -1.9111 -0.4372 0.6488 0.2 0.0 0.1 0.216
C 0.0619 -1.2282 -0.0273 0.1 0.0 0.0 -0.503
```
Forces are in eV/Å.

## Properties
Net charge: 0
Molar mass: 82.10 g mol⁻¹
Relative energy (zero: lowest compared OMol25 entry of this formula, charge and spin): 39.2 kcal per mole
Total energy: -7327.584 eV


(5)
DFT (ωB97M-V with the def2-TZVPD basis set) results for C5H6O in the gas phase in a non-equilibrium geometry.

Geometry as XYZ:
```
12
Properties=species:S:1:pos:R:3:forces:R:3:nbo_charge:R:1
H -0.6118 -1.8584 1.3412 -0.2 0.0 -0.2 0.217
H 1.6797 0.6106 -1.3816 -0.1 -0.5 0.3 0.188
O 0.3380 1.5095 -0.0841 -0.1 -0.2 -0.4 -0.517
C 1.1979 0.4377 -0.4064 0.8 -0.4 0.5 -0.115
H 1.9115 0.2756 0.4302 0.9 1.7 -0.6 0.225
C -0.3815 -0.9949 0.7285 -0.1 -0.4 -0.4 -0.273
C -0.9814 1.1319 -0.2397 -0.4 0.0 0.4 0.117
H -2.4272 -0.3060 0.3347 0.0 0.1 -0.2 0.221
C -1.3922 0.0081 0.3521 -0.1 0.3 -0.2 -0.293
H -1.5539 1.7628 -0.9160 -0.1 0.1 0.5 0.189
H 1.4894 -1.6663 -0.1607 -0.1 -0.3 0.4 0.213
C 0.7315 -0.9106 0.0019 -0.4 -0.5 -0.2 -0.174
```
Forces are in eV/Å.

## Properties
Net charge: 0
Molar mass: 82.10 g mol⁻¹
Relative energy (zero: lowest compared OMol25 entry of this formula, charge and spin): 53.5 kcal per mole
Total energy: -7326.963 eV


(6)
DFT (ωB97M-V with the def2-TZVPD basis set) results for a molecular structure, C5H6O in a non-equilibrium geometry.

Geometry as XYZ:
```
12
Properties=species:S:1:pos:R:3:forces:R:3:nbo_charge:R:1
C -0.3662 -0.3280 -1.5761 0.0 -0.1 -0.3 -0.655
H -1.4766 1.4368 1.4400 -0.2 0.6 -0.7 0.248
O -1.9589 -0.4747 0.3225 1.7 -0.1 1.1 -0.486
H 2.0650 0.4644 2.0936 -0.2 0.5 -0.3 0.210
C -0.8267 0.8378 0.8237 -1.2 0.1 2.0 -0.035
H 0.6415 0.0384 -1.7765 -0.1 0.0 0.2 0.227
C 0.2828 0.0239 1.0282 -0.4 -0.9 -0.9 -0.042
H 2.2521 -0.6007 0.6128 -0.2 -0.4 0.2 0.207
H -0.4196 -1.3559 -1.9432 0.0 0.0 0.1 0.231
C 1.5920 -0.0265 1.2511 0.0 -0.4 0.3 -0.449
C -0.7085 -0.2854 -0.1239 0.5 0.8 -1.7 0.311
H -1.0770 0.2699 -2.1522 0.0 -0.1 0.1 0.234
```
Forces are in eV/Å.

## Properties
Net charge: 0
Molar mass: 82.10 g mol⁻¹
Relative energy (zero: lowest compared OMol25 entry of this formula, charge and spin): 118.2 kcal per mole
Total energy: -7324.160 eV